Entry from the OMol25 dataset: a 2-piece molecular cluster, C3H8NO overall at a distorted geometry (ωB97M-V with the def2-TZVPD basis set).

Structure (XYZ):
```
13
Properties=species:S:1:pos:R:3:forces:R:3:lowdin_charge:R:1
C 0.10161 -0.81238 -1.24170 2.385 -3.127 -1.679 -0.158
C -0.87141 0.13143 -0.89978 -0.937 3.138 -0.737 -0.050
C 0.53626 1.50994 2.57363 -2.070 1.346 0.704 -0.101
N 0.63289 -1.68164 -0.45803 -1.451 0.435 3.210 0.210
O 0.56635 0.72052 1.67303 0.998 -0.943 -0.016 -0.044
H 0.26003 -1.69684 0.57712 1.397 -0.085 -2.492 0.205
H 1.01670 1.49401 3.59088 0.334 -0.506 -0.993 0.106
H 0.48519 -0.97160 -2.31019 -0.707 0.965 1.415 0.188
H -1.37915 0.16911 0.07307 0.405 -0.657 -0.339 0.106
H -1.56423 0.14003 -1.77508 0.209 0.493 0.788 0.127
H -0.23039 2.32620 2.45977 0.733 0.009 0.305 0.097
H -0.23714 1.10363 -0.93122 -1.141 -1.043 -0.203 0.162
H 1.38159 -2.30544 -0.73524 -0.156 -0.024 0.039 0.151
```
Positions in Å, forces in eV/Å.

total charge: +1
electronic energy: -248.79504 Ha


Entry from the OMol25 dataset: an isolated ion of composition C3H8NO2 and charge -1 at a distorted geometry (ωB97M-V with the def2-TZVPD basis set).

Structure (XYZ):
```
14
Properties=species:S:1:pos:R:3:forces:R:3:lowdin_charge:R:1
C 0.58571 -1.03949 -0.43137 -0.769 -1.390 -2.009 -0.081
C 0.40037 1.30144 0.25292 -0.843 -1.521 -0.254 -0.043
C -0.46432 0.02370 -0.24649 -1.091 1.267 -0.122 -0.732
N -1.50215 -0.26123 0.85891 1.347 -0.705 1.192 -0.110
O -2.64001 0.40976 0.42126 -1.082 0.084 0.592 -0.197
O -1.15117 0.28439 -1.36200 0.292 0.133 -0.922 -0.244
H 1.37499 -0.46316 -0.86576 0.925 -0.253 -0.420 0.051
H 0.36883 -1.92031 -1.13453 -0.288 1.373 0.886 0.095
H 0.88682 -1.44651 0.48187 0.792 -0.626 1.728 0.039
H 1.25567 0.81330 0.62192 1.965 -0.203 0.087 0.015
H 0.09422 1.71199 1.17748 -1.348 1.055 0.601 0.036
H 0.61746 2.00483 -0.54510 -0.079 -0.006 0.000 0.065
H -1.72289 -1.27179 1.03338 0.180 0.947 -1.056 0.088
H -2.34075 0.53914 -0.55253 -0.002 -0.153 -0.304 0.017
```
Positions in Å, forces in eV/Å.

SMILES string: CC(C)([O-])NO
total charge: -1
electronic energy: -324.27085 Ha


Entry from the OMol25 dataset: an isolated ion of composition C3H8NO2 and charge -1 at a distorted geometry (ωB97M-V with the def2-TZVPD basis set).

Structure (XYZ):
```
14
Properties=species:S:1:pos:R:3:forces:R:3:lowdin_charge:R:1
C -0.87503 0.11303 -0.55876 1.831 0.855 1.732 -0.256
C -0.45018 -1.00847 0.44471 -0.439 1.357 0.390 -0.283
O -1.63118 -1.80365 0.52563 -0.155 -1.979 -0.254 -0.136
N 0.33463 0.67998 -1.20574 0.399 0.585 0.274 -0.107
C 1.53813 1.04423 -0.19068 -0.863 -2.511 -1.271 -0.579
O 1.13846 1.22706 1.00925 -0.001 1.370 1.283 -0.286
H -1.48105 0.88293 0.08312 0.640 -1.313 -1.484 0.128
H -1.38928 -0.42799 -1.36206 -0.611 0.451 0.441 0.087
H 0.42802 -1.55270 0.02786 -0.557 0.232 0.326 0.113
H -0.29658 -0.73002 1.51997 0.610 0.479 -1.427 0.111
H -1.28120 -2.68845 0.38358 -0.668 -0.210 0.108 0.060
H 0.10914 1.59572 -1.55862 -0.456 0.234 -0.291 0.033
H 2.12026 0.08834 -0.30149 0.478 0.062 -0.117 0.052
H 2.11250 1.79223 -0.80281 -0.208 0.388 0.287 0.064
```
Positions in Å, forces in eV/Å.

SMILES string: [O-]CNCCO
total charge: -1
electronic energy: -324.28512 Ha


Entry from the OMol25 dataset: an isolated ion of composition C3H8NO2 and charge -1 at a distorted geometry (ωB97M-V with the def2-TZVPD basis set).

Structure (XYZ):
```
14
Properties=species:S:1:pos:R:3:forces:R:3:lowdin_charge:R:1
C -0.04432 -0.08152 0.90674 -0.348 0.031 0.208 -0.284
C -0.80241 -0.96168 -0.06657 0.465 -0.024 -0.914 -0.279
O -1.67567 -1.89238 0.57993 0.413 -0.355 -0.328 -0.089
N 1.10852 0.51815 0.30575 0.237 -0.440 -0.448 -0.082
C 0.96858 1.03510 -1.09058 0.534 0.896 -0.480 -0.618
O 1.03133 0.14710 -2.05166 -0.228 -0.390 -0.027 -0.308
H 0.28516 -0.75363 1.69110 0.077 -0.223 0.477 0.097
H -0.75222 0.62826 1.38240 -0.093 0.163 -0.060 0.098
H -1.32304 -0.41154 -0.85357 -0.208 0.286 0.275 0.106
H -0.04958 -1.48594 -0.64297 0.052 -0.503 0.077 0.102
H -2.17313 -1.39904 1.21626 -0.515 0.413 0.569 0.047
H 1.59374 1.16816 0.89531 -0.070 0.259 0.274 0.067
H 0.03711 1.67515 -1.12734 -0.274 -0.042 0.176 0.073
H 1.79593 1.81380 -1.14479 -0.042 -0.070 0.199 0.069
```
Positions in Å, forces in eV/Å.

SMILES string: [O-]CNCCO
total charge: -1
electronic energy: -324.30488 Ha